No. 1
{
  "formula": "C18H23N8PPtS3Te",
  "method": "ωB97M-V/def2-TZVPD",
  "symbols": ["C", "N", "H", "C", "S", "H", "N", "H", "C", "C", "Pt", "N", "H", "C", "N", "C", "H", "C", "S", "N", "H", "H", "H", "H", "P", "H", "C", "C", "N", "C", "N", "N", "H", "C", "C", "H", "C", "H", "H", "H", "C", "H", "H", "S", "C", "C", "H", "Te", "H", "H", "H", "C", "H", "H", "C"],
  "xyz": [[-1.53925, -1.44127, -0.53460], [-1.25394, 5.19171, 1.89736], [2.51254, 0.75416, -2.69374], [-0.27797, 4.60930, 2.11261], [-1.64764, 0.22611, -0.76017], [-1.87488, 1.38260, 2.38159], [-2.02140, -2.05181, 0.55726], [0.45854, -3.57105, -0.76721], [-2.74066, 2.58882, 4.03200], [0.92947, 3.93247, 2.39073], [1.20942, -0.66428, 2.12583], [1.05589, 1.38140, 2.35676], [-2.18398, -1.42277, 1.33355], [3.46412, 0.28744, -2.43174], [3.05087, 5.29863, 2.87442], [-2.83166, 2.49169, 5.38563], [2.17736, 1.52238, -0.45173], [-1.67902, -3.42314, 0.92577], [1.60139, -2.92108, 1.68823], [-0.98591, -2.22303, -1.49756], [-0.46785, -4.10138, -2.20702], [4.33582, -2.79809, -1.56583], [4.28113, -2.41444, 0.80034], [-1.15175, -5.25431, -0.05118], [2.61990, -0.70615, 0.44182], [-0.49759, -1.67964, -2.18960], [-0.52716, -3.58439, -1.24618], [2.18871, -1.37969, -1.21850], [3.24528, -1.14082, -2.21541], [5.27496, 0.31785, -0.91341], [5.13150, -1.10878, -0.63450], [4.03595, 0.98915, -1.28836], [2.00814, -2.44824, -1.10629], [2.09676, 4.68032, 2.65626], [3.08863, 0.99386, -0.15893], [5.98199, 0.42838, -1.74265], [-1.52236, -4.26525, -0.32562], [5.69054, 0.81028, -0.03166], [4.15456, 0.39748, -3.27483], [-2.47643, -3.80558, 1.56398], [4.34203, -1.34872, 0.58570], [4.82343, -0.85986, 1.43665], [5.20910, -1.67167, -2.63222], [-2.05390, 1.06406, 5.94604], [0.99557, 2.53289, 2.38200], [-2.04691, 1.48998, 3.44602], [-2.48381, -4.38370, -0.83574], [-0.53863, -1.22487, 4.04106], [-3.29121, 3.18350, 6.07411], [-3.11993, 3.42522, 3.46166], [-0.74089, -3.42438, 1.48867], [-1.60425, 0.57141, 4.35661], [1.25779, -0.90371, -1.54318], [3.52146, 1.55462, 0.67362], [4.50824, -1.74426, -1.79355]],
  "nbo_charge": [0.332, -0.439, 0.200, 0.335, -0.371, 0.245, -0.603, 0.235, -0.250, -0.611, 0.320, -0.472, 0.435, -0.068, -0.450, -0.470, 0.234, -0.259, -1.043, -0.624, 0.180, 0.199, 0.257, 0.212, 1.061, 0.404, -0.234, -0.578, -0.480, -0.066, -0.477, -0.469, 0.245, 0.331, -0.583, 0.177, -0.412, 0.194, 0.177, 0.189, -0.572, 0.219, 0.177, 0.388, 0.429, -0.328, 0.188, -0.130, 0.213, 0.226, 0.277, -0.469, 0.226, 0.224, -0.068],
  "charge": -2,
  "relative_energy_ev": 0.086,
  "homo_ev": -1.25,
  "lumo_energy_ev": 4.342,
  "total_energy_ha": -3061.1253,
  "gap_ev": 5.588
}


No. 2
{
  "formula": "C18H23NO3",
  "method": "ωB97M-V/def2-TZVPD",
  "symbols": ["C", "H", "C", "H", "H", "C", "C", "H", "C", "H", "H", "C", "C", "C", "H", "H", "H", "O", "H", "H", "O", "C", "H", "H", "C", "H", "H", "C", "H", "H", "C", "C", "C", "H", "C", "C", "O", "H", "C", "H", "N", "H", "H", "C", "H"],
  "xyz": [[-2.14010, 2.40250, -0.29374], [1.80105, -1.77858, -0.34520], [-4.38016, -3.62151, 0.35133], [3.19569, -1.55007, -1.40215], [-0.58760, -1.30270, -0.97908], [-3.62247, -2.35396, 0.11336], [-0.09310, 1.27620, -1.14813], [-5.37105, -3.41688, 0.74640], [-4.18996, -1.12174, 0.37266], [0.21264, 2.32504, -1.29079], [1.88108, 2.65359, 2.13395], [2.11231, 0.24897, -0.96435], [3.21033, 2.01526, 0.55261], [-3.49271, 2.42796, 0.23064], [2.77864, 2.20479, -1.53266], [4.34430, -2.96004, 0.11663], [4.09276, 1.08512, -1.19202], [-4.09827, 1.21671, 0.42227], [1.39963, 0.27298, 1.64853], [1.88622, 0.13594, -2.03310], [-4.11157, 3.42594, 0.50657], [3.11104, 1.41713, -0.85051], [-1.86607, -3.36507, -0.58235], [3.71682, 1.32698, 1.22802], [3.60473, -1.23921, 0.65749], [-1.68828, 3.37147, -0.44035], [-5.19486, -1.03758, 0.75606], [-2.31450, -2.40333, -0.38133], [-0.04530, 1.25368, 1.40413], [-0.12527, 0.80329, -2.13598], [-2.16154, 0.00230, -0.35654], [2.66040, -1.13380, -0.54178], [0.95858, 1.05198, 1.02336], [4.51445, -0.64774, 0.48392], [-1.48584, 1.25579, -0.58066], [1.81850, 2.31602, 1.09885], [3.95033, -2.58291, 0.91137], [-3.84418, -4.25361, 1.05785], [-1.59911, -1.25442, -0.61268], [3.12906, -0.89978, 1.57760], [0.83042, 0.51525, -0.31982], [1.35410, 3.11437, 0.51617], [3.80367, 2.93190, 0.50869], [-3.47244, 0.05063, 0.14365], [-4.48236, -4.17885, -0.57892]],
  "nbo_charge": [-0.334, 0.221, -0.634, 0.194, 0.230, 0.032, -0.254, 0.218, -0.278, 0.181, 0.216, -0.031, -0.404, 0.737, 0.203, 0.460, 0.212, -0.470, 0.194, 0.202, -0.564, -0.425, 0.211, 0.198, -0.063, 0.230, 0.223, -0.234, 0.212, 0.217, -0.204, -0.425, -0.221, 0.154, 0.097, -0.421, -0.714, 0.224, -0.145, 0.176, -0.465, 0.193, 0.212, 0.416, 0.223],
  "relative_energy_ev": 1.605,
  "smiles": "Cc1ccc2c(CN3CCCC[C@H]3CCO)cc(=O)oc2c1",
  "homo_ev": -8.54,
  "lumo_energy_ev": 0.115,
  "total_energy_ha": -980.1787,
  "gap_ev": 8.656
}


No. 3
{
  "formula": "C18H24AsBeN6O",
  "method": "ωB97M-V/def2-TZVPD",
  "symbols": ["H", "H", "H", "C", "H", "H", "H", "H", "H", "C", "C", "H", "O", "H", "C", "H", "H", "C", "H", "C", "C", "C", "H", "H", "H", "H", "N", "C", "Be", "H", "H", "N", "C", "As", "H", "C", "H", "C", "N", "H", "H", "N", "N", "C", "C", "C", "C", "H", "C", "C", "N"],
  "xyz": [[0.27214, 5.71250, -5.12390], [-0.53198, 0.87381, -2.72768], [-2.71807, 3.46507, -2.08133], [-2.15888, 3.38812, -5.34268], [-2.28146, 1.61678, -4.14895], [4.07321, 1.47543, 2.10574], [-1.80047, 5.23465, -6.36554], [0.93224, 1.82727, -2.45249], [0.03965, 1.72709, 4.89314], [-1.45098, 4.54851, -5.60877], [0.12936, -2.65417, 0.93537], [3.14626, 0.05767, 0.12838], [-0.82577, -0.60183, -0.39976], [1.07576, -2.94590, 0.48011], [-0.15742, 1.88171, -2.52838], [-0.64577, 4.74286, 0.21156], [-2.48625, -2.55107, -2.22200], [-1.72624, 2.52643, -4.35202], [1.07580, 4.15698, -3.40056], [-2.25217, -0.21295, 2.64229], [-1.27691, -1.68134, -0.81798], [2.61886, 0.36519, 1.00835], [-3.04551, 3.15113, -5.91273], [-2.88592, -0.85219, 2.05129], [-3.27305, 1.92081, -1.41271], [-3.17607, 3.33518, -0.37324], [-2.07304, -1.70190, -1.87570], [-0.18653, 4.22331, -0.62783], [-0.02663, -0.85579, 1.02092], [-0.42424, 4.76716, -1.53774], [-3.78026, 0.52442, 3.97473], [-0.97836, -0.13139, 2.29038], [-0.16408, 0.60658, 3.05220], [-0.84365, 2.37109, -0.70499], [-0.68484, -3.72578, -0.81020], [-2.72677, 0.50100, 3.73562], [-2.29346, -0.82684, -2.33080], [-0.63023, 1.20905, 4.22234], [3.13856, 1.09930, 2.00026], [0.00394, -3.33391, 1.77123], [-1.88355, -3.26827, 0.39921], [-1.90993, 1.17265, 4.53154], [1.36430, 0.09859, 1.29762], [0.15014, 3.94937, -3.92246], [-0.57466, 2.79944, -3.61751], [1.15597, 0.70271, 2.50134], [-2.69508, 2.82005, -1.20417], [0.89311, 4.24059, -0.48019], [-0.96456, -2.94663, -0.09710], [-0.29272, 4.81967, -4.90233], [2.22916, 1.31258, 2.94488]],
  "nbo_charge": [0.219, 0.212, 0.237, -0.200, 0.194, 0.446, 0.222, 0.227, 0.230, -0.213, -1.092, 0.242, -0.790, 0.206, -0.702, 0.233, 0.421, -0.216, 0.201, 0.041, 0.718, 0.242, 0.219, 0.222, 0.214, 0.233, -0.760, -0.963, 1.608, 0.231, 0.225, -0.548, 0.121, 0.841, 0.233, 0.021, 0.414, 0.063, -0.306, 0.222, 0.238, -0.327, -0.646, -0.166, -0.073, 0.280, -0.953, 0.220, -0.521, -0.216, -0.205],
  "charge": 1,
  "homo_ev": -10.63,
  "lumo_energy_ev": -3.646,
  "total_energy_ha": -3354.5126,
  "gap_ev": 6.980
}


No. 4
{
  "formula": "C18H24B2NO36S5",
  "method": "ωB97M-V/def2-TZVPD",
  "symbols": ["C", "H", "C", "H", "B", "O", "C", "O", "O", "C", "C", "H", "H", "H", "O", "C", "O", "O", "C", "C", "O", "O", "C", "O", "C", "O", "H", "H", "S", "O", "C", "O", "O", "O", "C", "H", "H", "H", "O", "H", "H", "O", "O", "H", "H", "H", "C", "O", "O", "O", "H", "S", "O", "N", "S", "C", "C", "H", "O", "O", "C", "O", "O", "C", "O", "S", "O", "O", "H", "H", "S", "H", "O", "O", "H", "B", "O", "C", "O", "H", "O", "H", "O", "O", "H", "O"],
  "xyz": [[-2.47902, -1.67436, -2.39492], [0.15619, 0.62718, 0.00727], [-1.38327, -0.94490, 4.58216], [-0.45162, -0.85565, 0.01964], [-3.16811, -2.60265, -4.36240], [-5.35286, 0.47513, -0.44463], [-3.44464, 3.36356, 0.68081], [-5.10178, 2.93782, -0.87946], [-0.38473, 4.90822, -1.56724], [2.96418, 4.87668, -1.51097], [-1.93269, -0.85800, -3.59889], [-1.49751, 0.38736, 0.39040], [3.96468, 4.61856, -1.16389], [-1.50726, -4.86979, -2.68381], [-5.68748, -4.09498, -6.21600], [3.35570, 2.32636, 2.18545], [0.51800, -0.65833, 3.12240], [-1.50954, -0.80757, 5.93187], [3.98738, -1.83831, -2.32027], [-4.20663, 3.93742, -0.47159], [0.73775, -0.56764, 5.36370], [2.22956, -3.72353, -0.65024], [2.68284, 4.34257, -2.96357], [-3.29270, -2.60994, -2.85376], [-0.59066, -4.97893, -2.10412], [-2.46203, -1.37129, -4.79879], [-1.78169, -5.06509, -0.21141], [-0.37695, 0.00512, 1.44517], [-4.37245, 1.46387, -0.87765], [-0.01603, -3.75962, -1.84737], [0.49118, -2.05269, 8.32113], [-0.28114, 2.18592, 2.62187], [1.38546, 3.84444, -3.04965], [1.94398, 2.25467, 4.09936], [-3.36646, -4.41219, -5.66280], [3.49019, -1.24136, -4.36444], [2.99719, -2.29391, -2.32829], [-0.90446, -6.58214, -0.68871], [-1.18434, 0.08212, -3.54461], [-3.97205, 3.62231, 1.59895], [4.05985, 1.83065, 1.51722], [0.15504, -2.17819, 7.06431], [-4.54360, -2.57718, -4.95461], [3.83985, 1.42841, 4.20439], [2.79070, 5.94290, -1.36551], [-3.57437, 4.32436, -1.27073], [-0.88757, -5.49252, -0.66524], [-0.00821, 0.06251, 7.62612], [-3.21673, -5.57260, -6.11620], [2.00373, 4.29364, -0.64886], [2.77124, 4.96622, -3.85315], [0.63808, 3.84525, -1.48808], [-2.34843, -1.03087, 3.80445], [-0.54642, 0.05284, 0.45063], [0.80312, -3.67571, -0.39773], [0.05427, -0.77989, 4.25593], [3.95079, -0.86000, -3.45311], [3.38814, 3.34629, 1.80229], [0.35369, -2.55721, 0.46655], [0.19099, -5.05397, 0.12419], [3.31769, 2.26770, 3.74498], [4.15427, -1.05170, -1.21563], [-3.40123, 1.98201, 0.44439], [0.22525, -0.65638, 8.76357], [-3.58088, 1.29192, -2.06915], [3.46663, 0.42950, -1.40837], [-2.27347, -1.41923, -1.19848], [-2.55721, -3.82845, -4.92101], [0.16980, -5.65995, -2.48623], [-2.43324, 3.75637, 0.78506], [1.01330, 2.74016, 2.73578], [4.90048, -0.36451, -3.65487], [1.18625, 4.14647, 2.45334], [2.17154, 0.47500, -0.70245], [3.36054, 3.50905, -3.14811], [-0.13561, -0.88756, 6.51492], [4.43729, 1.44760, -1.17951], [-4.72472, -3.72009, -5.60780], [2.09419, 1.93664, 1.76255], [3.81158, 3.14193, 4.16912], [3.13628, 0.14719, -2.97948], [-4.70079, 4.83937, -0.11050], [0.88828, -3.02247, 9.11056], [0.32191, -0.26505, 9.93579], [4.83301, -2.50442, -2.49142], [0.24853, 2.55752, -1.16059]],
  "mulliken_charge": [0.621, 0.110, 0.584, 0.179, 1.171, -0.571, -0.132, -0.389, -0.627, -0.411, 0.535, 0.129, 0.295, 0.112, -0.597, -0.579, -0.779, -0.489, 0.062, -0.430, -0.483, -0.599, -0.274, -0.564, -0.027, -0.563, 0.343, -0.035, 1.148, -0.203, 0.649, -0.343, -0.375, -0.310, 0.631, 0.316, -0.039, 0.341, -0.525, 0.246, 0.384, -0.478, -0.500, 0.277, 0.328, 0.226, -0.507, -0.413, -0.682, -0.190, 0.316, 0.921, -0.638, 1.142, 0.840, 0.536, -0.546, 0.271, -0.351, -0.335, -0.339, -0.340, -0.271, 0.533, -0.459, 0.715, -0.718, -0.461, 0.272, 0.208, 0.971, 0.302, -0.590, 0.035, 0.137, 0.969, -0.663, 0.541, 0.101, 0.267, -0.312, 0.357, -0.663, -0.606, 0.389, -0.098],
  "charge": -1,
  "relative_energy_ev": 4.261,
  "homo_ev": -7.62,
  "lumo_energy_ev": 1.300,
  "total_energy_ha": -5504.6927,
  "gap_ev": 8.922
}


No. 5
{
  "formula": "C18H24Br2F2FeN3O2PS3",
  "method": "ωB97M-V/def2-TZVPD",
  "symbols": ["H", "C", "H", "H", "H", "H", "C", "C", "C", "H", "H", "H", "P", "H", "H", "N", "N", "Fe", "C", "H", "C", "F", "H", "S", "H", "H", "O", "H", "C", "F", "N", "C", "H", "H", "C", "H", "H", "C", "S", "C", "C", "S", "Br", "C", "O", "C", "H", "Br", "C", "C", "H", "H", "H", "C", "C", "H"],
  "xyz": [[10.51220, 9.75819, 5.80984], [10.04656, 10.51321, 14.67217], [11.26786, 12.22398, 14.39896], [5.05159, 5.90225, 11.39920], [11.78734, 8.68797, 6.53484], [11.01666, 4.84051, 10.90944], [7.58999, 7.71679, 14.22978], [6.71959, 6.88083, 14.89863], [7.40602, 7.78304, 17.07932], [10.28480, 12.58591, 11.99460], [4.11340, 11.97042, 12.09033], [10.11045, 8.24345, 6.60574], [10.66245, 8.17290, 9.96186], [11.22825, 10.87170, 7.79704], [11.91810, 3.77874, 9.76906], [8.65536, 9.76620, 12.91093], [7.37458, 5.50178, 9.18460], [7.71816, 8.20540, 12.22678], [6.59303, 5.07392, 8.01702], [4.92638, 5.64886, 9.72991], [6.82070, 5.65308, 10.40553], [5.85894, 5.98979, 16.90230], [11.65604, 5.60684, 7.92970], [7.79669, 5.91457, 11.77601], [4.08947, 13.89610, 11.77515], [7.26877, 4.67645, 7.24691], [10.51041, 6.83650, 9.04732], [10.41325, 10.39830, 15.68882], [8.34116, 8.62731, 14.97611], [8.87397, 9.68459, 17.07890], [5.46876, 5.53373, 10.55123], [6.62753, 6.92927, 16.28155], [10.20628, 4.14723, 9.42065], [9.65954, 10.10744, 8.16837], [11.14390, 4.57423, 9.83596], [6.06391, 6.20557, 14.35101], [8.42701, 10.95329, 11.26347], [4.49760, 12.91136, 11.68029], [8.70243, 8.69162, 10.09181], [10.77390, 9.10694, 6.63056], [8.98322, 10.86131, 12.21404], [11.91925, 7.87087, 11.39386], [5.36127, 9.06222, 11.59832], [8.24701, 8.63737, 16.39753], [11.34744, 9.24449, 8.97008], [10.68190, 9.94137, 7.89668], [12.48727, 6.28015, 9.40130], [6.35118, 12.82418, 11.42802], [11.56742, 5.81780, 9.01020], [9.08951, 9.59117, 14.17214], [8.25135, 5.97497, 8.99280], [6.04133, 5.90147, 7.56516], [7.39227, 7.74899, 18.17153], [10.49744, 11.59118, 13.92555], [9.94786, 11.77989, 12.65938], [5.93490, 4.23223, 8.28506]],
  "mulliken_spin": [0.000, 0.000, 0.000, 0.001, 0.000, 0.000, -0.289, 0.030, 0.019, 0.000, 0.035, 0.000, 0.019, 0.000, 0.000, -0.053, -0.003, 3.157, 0.000, 0.000, -0.003, -0.002, 0.000, -0.025, 0.021, 0.000, 0.002, 0.000, 0.048, -0.002, -0.002, -0.022, 0.000, -0.002, 0.000, -0.002, 0.005, 0.850, -0.036, 0.000, 0.021, 0.000, 0.140, -0.021, 0.001, 0.001, 0.000, 0.089, 0.000, 0.024, -0.001, 0.000, 0.001, 0.007, -0.008, 0.000],
  "spin_multiplicity": 5,
  "relative_energy_ev": 0.179,
  "homo_ev": [-8.21, -8.35],
  "lumo_energy_ev": [-1.434, -0.809],
  "total_energy_ha": -9162.4887,
  "gap_ev": [6.775, 7.543]
}